C15H26O3 | the ωB97M-V functional and the def2-TZVPD basis

Structure (XYZ):
```
44
C15H26O3 | OMol25 | the ωB97M-V functional and the def2-TZVPD basis
C 2.96 0.57 -0.61
C 2.12 1.16 0.51
C 2.55 0.61 1.88
O 2.94 1.74 2.63
C 1.36 -0.07 2.51
C 0.18 0.69 1.88
O 0.06 1.95 2.60
C -1.13 -0.09 1.89
C -1.10 -0.94 0.62
O -1.05 -2.31 0.96
C -2.30 -0.81 -0.30
C -1.73 -0.94 -1.72
C -2.49 -0.01 -2.66
C -1.90 -2.34 -2.34
C -0.22 -0.65 -1.67
C 0.15 -0.51 -0.19
C 0.61 0.88 0.38
C -0.12 2.08 -0.33
H 2.62 0.90 -1.59
H 4.02 0.90 -0.51
H 2.98 -0.51 -0.56
H 2.25 2.24 0.48
H 3.37 -0.13 1.83
H 3.32 1.40 3.45
H 1.39 -1.14 2.23
H 1.38 0.01 3.60
H 0.95 2.33 2.54
H -1.99 0.60 1.89
H -1.21 -0.74 2.78
H -0.77 -2.83 0.18
H -3.03 -1.59 -0.10
H -2.84 0.15 -0.17
H -2.01 -0.07 -3.62
H -2.47 1.03 -2.35
H -3.52 -0.35 -2.74
H -1.39 -2.32 -3.30
H -2.97 -2.53 -2.56
H -1.45 -3.12 -1.70
H 0.36 -1.43 -2.19
H -0.03 0.28 -2.16
H 0.94 -1.22 0.01
H -1.18 1.90 -0.43
H 0.05 2.97 0.26
H 0.34 2.25 -1.31
```

Results
- relative energy (zero: lowest compared OMol25 entry of this formula, charge and spin) (kcal per mole) = 0.0
- E_HOMO (eV) = -9.55
- orbital gap (eV) = 10.22
- SMILES = C[C@@H]1[C@@H](O)C[C@]2(O)C[C@@]3(O)CC(C)(C)C[C@H]3[C@]12C
- LUMO (eV) = 0.6721



C43H101N7O7 | the ωB97M-V functional and the def2-TZVPD basis

Structure (XYZ):
```
158
C43H101N7O7 | OMol25 | the ωB97M-V functional and the def2-TZVPD basis
C 0.03 -0.12 -2.14
C 0.10 0.39 -0.65
C 0.69 1.76 -0.55
C -1.33 0.45 -0.15
C -1.42 0.46 1.35
C -0.68 -0.80 1.93
C 0.87 -0.90 1.44
C 1.85 0.02 2.29
C 1.22 -2.38 1.73
N 0.90 -0.77 0.03
O 2.20 -0.96 -0.54
H -0.58 -1.02 -2.03
H -0.55 0.50 -2.82
H 1.04 -0.28 -2.52
H 0.09 2.64 -0.33
H 1.47 1.70 0.20
H 1.19 2.03 -1.48
H -1.82 1.28 -0.66
H -1.78 -0.48 -0.49
H -1.00 1.39 1.74
H -2.46 0.57 1.67
H -1.27 -1.68 1.67
H -0.73 -0.80 3.01
H 1.64 1.09 2.34
H 2.82 -0.11 1.82
H 2.00 -0.32 3.31
H 2.09 -2.63 1.12
H 0.49 -3.17 1.53
H 1.63 -2.60 2.72
H 2.11 -1.77 -1.04
C 12.53 4.45 0.79
C 11.29 4.32 -0.06
C 11.56 3.23 -1.15
C 10.15 3.88 0.82
C 8.77 4.05 0.25
C 8.58 5.45 -0.24
C 9.60 6.00 -1.24
C 9.31 5.32 -2.64
C 9.57 7.60 -1.19
N 10.98 5.68 -0.69
O 12.08 6.20 -1.39
H 12.51 5.33 1.44
H 13.38 4.70 0.15
H 12.82 3.54 1.31
H 12.00 3.70 -2.03
H 10.66 2.70 -1.45
H 12.26 2.45 -0.87
H 10.49 2.99 1.36
H 10.21 4.73 1.49
H 8.04 3.89 1.05
H 8.52 3.24 -0.43
H 8.51 6.04 0.68
H 7.63 5.46 -0.77
H 10.08 5.79 -3.24
H 9.30 4.23 -2.63
H 8.38 5.71 -3.05
H 9.84 8.00 -0.22
H 10.22 8.15 -1.87
H 8.56 7.91 -1.47
H 12.33 6.96 -0.87
C -12.41 -3.48 0.44
C -11.11 -3.39 -0.43
C -10.93 -4.36 -1.63
C -10.93 -1.95 -1.00
C -9.47 -1.54 -1.31
C -8.51 -1.87 -0.11
C -8.65 -3.37 0.40
C -7.90 -4.20 -0.65
C -7.93 -3.50 1.84
N -10.05 -3.74 0.58
O -10.22 -5.04 1.13
H -12.42 -4.27 1.19
H -12.39 -2.54 0.99
H -13.28 -3.66 -0.19
H -10.08 -3.99 -2.20
H -10.90 -5.41 -1.34
H -11.75 -4.32 -2.36
H -11.51 -1.80 -1.91
H -11.38 -1.28 -0.26
H -9.26 -2.14 -2.20
H -9.40 -0.52 -1.68
H -8.51 -1.07 0.63
H -7.55 -1.78 -0.61
H -6.84 -3.95 -0.64
H -8.17 -4.20 -1.71
H -7.92 -5.21 -0.24
H -8.63 -3.23 2.63
H -7.05 -2.86 1.78
H -7.70 -4.48 2.23
H -10.52 -4.84 2.02
C -5.06 5.57 -4.50
O -4.05 6.42 -3.89
C -2.86 6.61 -4.59
C -2.33 8.00 -4.32
C -1.39 8.76 -5.41
N -1.60 8.19 -2.99
H -4.67 4.57 -4.33
H -5.15 5.86 -5.54
H -5.97 5.68 -3.92
H -2.19 5.75 -4.49
H -2.92 6.53 -5.67
H -3.24 8.57 -4.10
H -1.37 9.83 -5.22
H -1.86 8.67 -6.39
H -0.39 8.31 -5.47
H -2.33 8.07 -2.30
H -1.22 9.06 -2.66
C -5.74 5.04 3.05
O -6.07 4.85 4.41
C -5.41 5.82 5.22
C -4.00 5.35 5.54
C -3.94 3.98 6.17
N -3.41 6.24 6.49
H -4.74 4.67 2.80
H -5.95 5.98 2.55
H -6.46 4.40 2.54
H -5.33 6.79 4.74
H -5.89 5.95 6.19
H -3.46 5.34 4.59
H -4.63 3.91 7.01
H -2.98 3.61 6.55
H -4.19 3.23 5.42
H -2.81 5.78 7.16
H -4.05 6.56 7.21
C 3.85 -4.38 7.87
O 3.38 -5.73 7.58
C 4.47 -6.68 7.49
C 3.88 -8.06 7.23
C 4.74 -9.17 7.63
N 3.43 -8.18 5.87
H 4.37 -4.02 6.99
H 4.61 -4.21 8.63
H 3.03 -3.70 8.09
H 5.23 -6.39 6.77
H 4.90 -6.78 8.49
H 3.05 -8.22 7.92
H 4.37 -10.14 7.29
H 4.88 -9.24 8.71
H 5.73 -9.02 7.21
H 2.75 -7.44 5.77
H 2.87 -9.02 5.78
C 2.53 -6.22 -5.84
O 2.20 -7.52 -6.20
C 2.01 -7.72 -7.63
C 1.73 -9.14 -7.95
C 1.70 -9.59 -9.50
N 0.52 -9.51 -7.28
H 3.53 -5.94 -6.20
H 2.68 -6.21 -4.76
H 1.68 -5.60 -6.11
H 1.28 -7.04 -8.05
H 2.94 -7.41 -8.11
H 2.57 -9.64 -7.44
H 1.35 -10.61 -9.68
H 2.68 -9.37 -9.92
H 1.04 -8.94 -10.07
H 0.42 -8.97 -6.44
H -0.36 -9.32 -7.73
```

Results
- relative energy (zero: lowest compared OMol25 entry of this formula, charge and spin) (kcal per mole) = 154.1
- E_HOMO (eV) = -8.10
- orbital gap (eV) = 8.40
- SMILES = CC1(C)CCCC(C)(C)N1O.CC1(C)CCCC(C)(C)N1O.CC1(C)CCCC(C)(C)N1O.COC[C@H](C)N.COC[C@H](C)N.COC[C@H](C)N.COC[C@H](C)N
- LUMO (eV) = 0.2943



C48H60N3OOsP2Si3 | the ωB97M-V functional and the def2-TZVPD basis

Structure (XYZ):
```
118
C48H60N3OOsP2Si3 | OMol25 | the ωB97M-V functional and the def2-TZVPD basis
Os 0.21 0.21 -0.18
C -3.55 -1.73 -1.24
Si -1.80 -2.40 -1.13
C -1.08 -2.31 -2.84
C -1.70 -4.17 -0.53
N -0.92 -1.37 0.02
P -0.96 -1.28 1.72
C -0.32 0.28 1.85
P -1.12 1.74 1.57
N -0.97 1.83 -0.10
Si -1.71 2.99 -1.23
C -3.38 3.55 -0.59
C -2.04 2.15 -2.87
C -0.72 4.56 -1.48
C -2.85 1.86 2.08
C -3.77 1.07 1.39
C -5.09 1.02 1.80
C -5.49 1.75 2.91
C -4.58 2.52 3.61
C -3.25 2.58 3.20
C -0.26 3.14 2.31
C -0.74 4.44 2.17
C -0.01 5.51 2.65
C 1.21 5.29 3.29
C 1.69 4.00 3.44
C 0.95 2.92 2.96
C 0.11 -2.62 2.30
C 0.05 -3.03 3.63
C 0.91 -4.01 4.09
C 1.83 -4.60 3.23
C 1.89 -4.19 1.91
C 1.04 -3.21 1.44
C -2.52 -1.58 2.57
C -2.70 -0.86 3.75
C -3.83 -1.04 4.53
C -4.80 -1.94 4.13
C -4.64 -2.67 2.96
C -3.50 -2.50 2.19
H -4.13 -2.30 -1.97
H -4.09 -1.73 -0.30
H -3.51 -0.69 -1.59
H -1.82 -2.70 -3.55
H -0.85 -1.28 -3.13
H -0.17 -2.90 -2.95
H -2.48 -4.77 -1.00
H -0.74 -4.59 -0.82
H -1.78 -4.29 0.55
H -4.12 2.76 -0.58
H -3.36 4.00 0.41
H -3.73 4.32 -1.28
H -2.12 1.07 -2.77
H -3.00 2.52 -3.26
H -1.29 2.37 -3.63
H -0.23 4.90 -0.56
H 0.04 4.49 -2.26
H -1.43 5.34 -1.78
H -3.45 0.50 0.52
H -5.80 0.42 1.26
H -6.52 1.72 3.24
H -4.89 3.09 4.48
H -2.54 3.17 3.75
H -1.69 4.62 1.67
H -0.38 6.52 2.54
H 1.78 6.13 3.67
H 2.63 3.82 3.95
H 1.30 1.90 3.09
H -0.68 -2.59 4.30
H 0.85 -4.33 5.13
H 2.50 -5.36 3.60
H 2.61 -4.65 1.23
H 1.09 -2.88 0.41
H -1.94 -0.14 4.06
H -3.95 -0.47 5.45
H -5.69 -2.08 4.73
H -5.39 -3.38 2.65
H -3.38 -3.09 1.29
C 0.89 0.73 -4.74
C 0.99 1.20 -3.32
O 0.49 0.49 -2.45
C 1.68 2.48 -3.04
C 2.05 2.84 -1.74
C 2.71 4.03 -1.49
C 2.98 4.90 -2.54
C 2.61 4.56 -3.84
C 1.98 3.36 -4.08
H 0.42 -0.25 -4.76
H 1.89 0.66 -5.18
H 0.31 1.42 -5.34
H 1.86 2.17 -0.91
H 3.00 4.29 -0.48
H 3.49 5.84 -2.35
H 2.83 5.23 -4.66
H 1.71 3.11 -5.10
C 4.67 -1.25 0.85
Si 3.26 -0.09 1.24
C 3.88 1.68 1.30
C 2.67 -0.56 2.95
N 2.08 -0.20 -0.14
C 2.74 -0.61 -1.35
C 3.77 0.14 -1.92
C 4.40 -0.28 -3.08
C 4.01 -1.46 -3.70
C 2.99 -2.22 -3.13
C 2.37 -1.80 -1.96
H 5.36 -1.25 1.70
H 5.24 -0.98 -0.04
H 4.31 -2.28 0.73
H 4.38 1.87 2.25
H 3.07 2.41 1.21
H 4.61 1.89 0.51
H 2.74 -1.63 3.10
H 1.65 -0.25 3.17
H 3.35 -0.08 3.66
H 4.09 1.06 -1.44
H 5.19 0.31 -3.51
H 4.50 -1.80 -4.60
H 2.69 -3.15 -3.59
H 1.58 -2.39 -1.52
```

Results
- relative energy (zero: lowest compared OMol25 entry of this formula, charge and spin) (kcal per mole) = 0.0
- E_HOMO (eV) = -9.67
- orbital gap (eV) = 7.14
- charge = +1
- LUMO (eV) = -2.5317



CH2OPS2 | the ωB97M-V functional and the def2-TZVPD basis

Structure (XYZ):
```
7
CH2OPS2 | OMol25 | the ωB97M-V functional and the def2-TZVPD basis
C 0.93 2.81 2.02
O 0.35 1.89 2.48
P 0.66 0.26 0.48
S 1.54 4.25 2.22
S 1.25 2.00 -0.31
H 0.74 -0.50 -0.69
H -0.74 0.34 0.33
```

Results
- relative energy (zero: lowest compared OMol25 entry of this formula, charge and spin) (kcal per mole) = 7.2
- E_HOMO (eV) = -3.28
- orbital gap (eV) = 6.71
- charge = -1
- LUMO (eV) = 3.4315



C29H26N4NiO4PSe | the ωB97M-V functional and the def2-TZVPD basis

Structure (XYZ):
```
66
C29H26N4NiO4PSe | OMol25 | the ωB97M-V functional and the def2-TZVPD basis
Ni 3.45 -17.63 -0.60
O 0.77 -20.30 -0.90
C 1.27 -19.48 -0.16
O 1.52 -18.24 -0.49
C 1.60 -19.88 1.26
C 0.84 -20.90 1.87
C 0.87 -21.14 3.21
C 1.74 -20.45 4.03
C 2.58 -19.51 3.45
C 2.54 -19.20 2.09
P 3.57 -17.76 1.64
C 5.34 -18.24 1.57
C 6.15 -17.92 0.33
C 7.54 -18.42 0.35
C 8.12 -18.90 1.50
C 7.34 -19.20 2.61
C 5.98 -18.74 2.69
C 3.44 -16.64 3.08
C 4.49 -16.00 3.68
C 4.37 -15.39 4.93
C 3.13 -15.35 5.57
C 2.02 -15.93 4.98
C 2.16 -16.48 3.69
H 0.21 -21.58 1.22
H 0.31 -22.00 3.51
H 1.78 -20.58 5.12
H 3.24 -18.89 4.11
H 5.62 -18.24 -0.60
H 8.17 -18.16 -0.47
H 9.22 -19.11 1.65
H 7.86 -19.54 3.54
H 5.43 -18.76 3.64
H 5.46 -16.06 3.21
H 5.26 -15.10 5.50
H 3.07 -14.98 6.59
H 1.11 -16.02 5.54
H 1.32 -17.00 3.20
Se 7.85 -15.40 0.63
N 7.14 -13.95 -0.23
C 5.84 -14.20 -0.57
C 5.05 -13.16 -1.18
C 3.74 -13.54 -1.53
C 3.26 -14.79 -1.13
N 3.99 -15.77 -0.54
C 5.33 -15.53 -0.34
N 6.24 -16.37 0.17
H 5.56 -12.21 -1.43
H 3.11 -12.90 -2.14
H 2.21 -15.00 -1.37
O 4.55 -18.77 -4.45
C 3.84 -18.68 -3.45
O 4.03 -17.97 -2.42
C 2.63 -19.63 -3.52
N 2.73 -20.56 -4.73
C 1.42 -20.72 -5.38
C 0.52 -19.57 -4.86
C 1.28 -18.86 -3.72
H 2.64 -20.23 -2.56
H 3.15 -21.46 -4.56
H 3.42 -20.00 -5.33
H 0.95 -21.65 -5.10
H 1.56 -20.69 -6.45
H -0.44 -20.02 -4.51
H 0.17 -18.91 -5.67
H 0.71 -18.81 -2.79
H 1.62 -17.85 -3.99
```

Results
- E_HOMO (spin up / spin down) (eV) = -9.24 / -9.58
- orbital gap (spin up / spin down) (eV) = 3.67 / 4.18
- charge = +1
- LUMO (spin up / spin down) (eV) = -5.5713 / -5.4022
- 2S+1 = 3



C9H23BF6N3O10P2RhSb | the ωB97M-V functional and the def2-TZVPD basis

Structure (XYZ):
```
56
C9H23BF6N3O10P2RhSb | OMol25 | the ωB97M-V functional and the def2-TZVPD basis
Rh 0.67 -0.23 -1.43
N 3.51 -1.62 0.93
C 2.67 -0.43 1.36
C 3.08 0.00 2.77
P 0.92 -0.93 1.33
O 0.95 -1.83 0.02
O 0.40 -1.46 2.57
O 0.19 0.36 0.68
P 3.23 0.85 0.11
O 2.63 2.21 0.66
O 4.70 0.76 0.22
O 2.56 0.49 -1.20
H 3.49 -2.39 1.60
H 4.46 -1.25 0.81
H 3.21 -1.99 0.01
H 2.88 -0.80 3.49
H 2.49 0.87 3.07
H 4.13 0.27 2.79
H 0.62 -2.78 -0.16
H 1.90 2.55 0.12
N 1.16 -0.83 -3.24
N 1.42 0.31 -4.05
C 1.00 1.54 -3.48
O 1.27 2.59 -4.00
O 0.26 1.40 -2.40
H 1.95 -1.47 -3.21
H 0.35 -1.34 -3.60
H 2.38 0.34 -4.38
C -3.93 -0.10 -0.16
C -3.39 0.60 1.08
C -4.32 0.41 2.25
O -2.11 -0.05 1.40
B -1.18 0.73 0.82
O -1.57 1.94 0.37
C -2.95 2.08 0.81
C -3.73 2.78 -0.28
C -2.91 2.93 2.08
H -4.04 -1.16 0.06
H -3.24 -0.01 -1.00
H -4.90 0.30 -0.44
H -4.55 -0.64 2.36
H -5.25 0.95 2.08
H -3.87 0.76 3.18
H -3.62 2.27 -1.23
H -3.36 3.80 -0.40
H -4.79 2.82 -0.02
H -2.34 2.43 2.87
H -3.92 3.13 2.45
H -2.43 3.88 1.85
F -1.09 -0.96 -1.74
Sb 2.45 -4.41 -1.69
F 1.64 -3.81 -3.35
F 2.98 -2.55 -1.60
F 4.12 -4.89 -2.49
F 3.16 -4.38 0.13
F 0.66 -4.04 -0.80
```

Results
- relative energy (zero: lowest compared OMol25 entry of this formula, charge and spin) (kcal per mole) = 4.0
- E_HOMO (spin up / spin down) (eV) = -10.18 / -10.25
- orbital gap (spin up / spin down) (eV) = 9.51 / 7.33
- LUMO (spin up / spin down) (eV) = -0.6713 / -2.9182
- 2S+1 = 2



C2H6IO2P | the ωB97M-V functional and the def2-TZVPD basis

Structure (XYZ):
```
12
C2H6IO2P | OMol25 | the ωB97M-V functional and the def2-TZVPD basis
C -0.10 0.83 1.11
C -0.14 0.79 -0.36
O 1.20 -1.19 -2.02
O -1.76 -1.69 -1.33
P 0.80 -0.69 -0.72
I -0.84 -2.37 0.09
H 0.94 0.55 1.37
H -0.19 1.87 1.49
H -0.86 0.21 1.66
H 0.22 1.70 -0.98
H -1.10 0.68 -0.69
H 1.82 -0.70 0.39
```

Results
- relative energy (zero: lowest compared OMol25 entry of this formula, charge and spin) (kcal per mole) = 104.8
- E_HOMO (eV) = -8.69
- orbital gap (eV) = 8.09
- LUMO (eV) = -0.5935



C11H11BBrF5INNaO5P | the ωB97M-V functional and the def2-TZVPD basis

Structure (XYZ):
```
38
C11H11BBrF5INNaO5P | OMol25 | the ωB97M-V functional and the def2-TZVPD basis
C 2.54 2.29 -1.47
C 1.49 1.72 -1.33
C 0.19 0.90 -0.96
B -0.79 1.19 -2.21
O -1.73 2.25 -2.05
O -0.76 0.51 -3.44
C -2.06 0.11 -3.91
O -0.26 1.56 0.22
P 0.01 0.67 1.71
C -0.68 2.26 2.57
Br 2.18 1.49 2.03
I -2.44 0.07 1.42
C 0.20 -0.14 3.48
F 1.34 0.39 4.10
F -0.85 0.16 4.33
C 0.42 -1.71 3.49
F -0.53 -2.42 2.81
F 1.71 -2.09 3.14
F 0.29 -2.12 4.83
O 0.63 -0.68 0.84
C 0.57 -0.60 -0.57
C -0.44 -1.77 -0.93
C -0.19 -3.00 -0.35
N 1.89 -0.95 -1.22
C 1.72 -1.33 -2.41
O 1.52 -1.62 -3.51
H 3.55 2.71 -1.65
H -2.57 1.89 -1.69
H -2.37 0.66 -4.85
H -2.01 -1.01 -4.08
H -2.89 0.28 -3.17
H -0.67 3.08 1.79
H -1.75 2.14 2.87
H -0.01 2.63 3.40
H -1.30 -1.67 -1.65
H 0.90 -3.23 -0.19
H -0.99 -3.69 0.01
Na 4.40 -0.75 -1.37
```

Results
- relative energy (zero: lowest compared OMol25 entry of this formula, charge and spin) (kcal per mole) = 53.0
- E_HOMO (eV) = -7.90
- orbital gap (eV) = 5.53
- LUMO (eV) = -2.3652